Density functional theory data (ωB97M-V with the def2-TZVPD basis set) for a 2-piece molecular cluster, HN3O3 overall in a non-equilibrium geometry.

Positions of all 7 atoms, in Å:
N: 1.106 0.889 0.026
N: 0.036 0.251 -0.230
N: -0.810 -0.389 0.591
O: -0.613 -0.291 1.779
O: 1.907 1.120 -0.803
O: -1.672 -1.109 0.128
H: 0.046 -0.472 -1.492

Cartesian forces, eV/Å:
N 0.60 1.33 4.65
N -0.54 -3.29 -9.52
N -1.02 -1.99 3.84
O 0.31 0.83 0.20
O 0.23 -0.40 -1.94
O 0.57 0.85 -1.27
H -0.15 2.67 4.04

Computed properties:
- E: -390.3000 Ha
- Lowest unoccupied orbital energy: -1.18 eV
- Total charge: 0
- HOMO level: -10.6 eV

And the Mulliken charges, in e, turn out to be: number 1, N, carries 0.130; number 2, N, carries -0.107; number 3, N, carries 1.146; number 4, O, carries -0.528; number 5, O, carries -0.422; number 6, O, carries -0.569; number 7, H, carries 0.350


Density functional theory data (ωB97M-V with the def2-TZVPD basis set) for a 2-piece molecular cluster, HN3O4 overall in a non-equilibrium geometry.

Positions of all 8 atoms, in Å:
N: 0.382 0.906 0.737
N: 0.049 -0.057 1.427
N: 0.199 0.157 3.424
O: -0.197 -1.207 1.275
O: 0.179 1.212 3.876
O: 0.158 -0.939 3.774
O: -0.009 0.804 -0.612
H: 0.006 -0.228 -0.726

Cartesian forces, eV/Å:
N -1.01 1.41 -0.02
N 1.50 1.40 2.42
N -0.26 -0.56 -3.33
O -0.94 -1.57 -1.02
O 0.17 2.25 0.85
O 0.06 -1.79 0.81
O 0.81 -3.50 0.71
H -0.32 2.36 -0.42

Computed properties:
- E: -465.5353 Ha
- Lowest unoccupied orbital energy: -1.34 eV
- Total charge: 0
- HOMO level: -10.2 eV

And the Mulliken charges, in e, turn out to be: number 1, N, carries -0.130; number 2, N, carries 0.607; number 3, N, carries 0.954; number 4, O, carries -0.598; number 5, O, carries -0.440; number 6, O, carries -0.403; number 7, O, carries -0.346; number 8, H, carries 0.356


Density functional theory data (ωB97M-V with the def2-TZVPD basis set) for one molecule with the formula HNO in a non-equilibrium geometry.

Positions of all 3 atoms, in Å:
N: 0.859 0.508 -0.002
O: 1.792 -0.219 -0.002
H: -0.257 0.024 0.020

Cartesian forces, eV/Å:
N -1.52 0.40 0.01
O -1.33 -0.42 0.02
H 2.84 0.02 -0.04

Computed properties:
- E: -130.4808 Ha
- Lowest unoccupied orbital energy: -0.26 eV
- Total charge: 0
- HOMO level: -9.4 eV

And the Mulliken charges, in e, turn out to be: number 1, N, carries 0.032; number 2, O, carries -0.216; number 3, H, carries 0.183


Density functional theory data (ωB97M-V with the def2-TZVPD basis set) for one molecule with the formula HNO2 in a non-equilibrium geometry.

Positions of all 4 atoms, in Å:
O: 1.031 0.077 -0.323
N: 0.072 -0.462 0.045
O: -0.879 0.342 0.199
H: -1.722 -0.125 0.671

Cartesian forces, eV/Å:
O 2.13 1.02 -0.97
N 1.65 -4.61 0.49
O -6.91 2.50 2.25
H 3.13 1.09 -1.77

Computed properties:
- E: -205.7217 Ha
- Lowest unoccupied orbital energy: 0.51 eV
- Total charge: 0
- HOMO level: -10.2 eV

And the Mulliken charges, in e, turn out to be: number 1, O, carries -0.343; number 2, N, carries 0.261; number 3, O, carries -0.359; number 4, H, carries 0.441


Density functional theory data (ωB97M-V with the def2-TZVPD basis set) for one molecule with the formula HNO3P2 in a non-equilibrium geometry.

Positions of all 7 atoms, in Å:
O: -1.460 1.990 0.008
N: -0.479 1.345 0.221
P: -0.626 -0.277 -0.216
O: -1.724 -1.252 -0.423
O: 0.484 -0.616 0.960
P: 1.475 -1.176 -0.282
H: 2.330 -0.014 -0.268

Cartesian forces, eV/Å:
O -0.38 0.81 0.28
N -0.56 2.59 -0.41
P 2.48 -5.11 -0.60
O 0.21 1.60 0.32
O -0.65 -1.15 1.05
P -0.95 1.52 -0.35
H -0.14 -0.27 -0.29

Computed properties:
- E: -963.6703 Ha
- Lowest unoccupied orbital energy (spin up / spin down): -2.22 / -2.11 eV
- Total charge: 0
- HOMO level (spin up / spin down): -9.6 / -9.6 eV

And the Mulliken charges, in e, turn out to be: number 1, O, carries -0.260; number 2, N, carries 0.136; number 3, P, carries 0.723; number 4, O, carries -0.539; number 5, O, carries -0.278; number 6, P, carries 0.136; number 7, H, carries 0.084


Density functional theory data (ωB97M-V with the def2-TZVPD basis set) for one molecule with the formula HNO4S in a non-equilibrium geometry.

Positions of all 7 atoms, in Å:
N: -0.130 -0.103 0.971
O: -2.417 0.638 -1.382
O: -0.136 0.025 -1.439
O: -1.289 -0.377 0.732
O: -1.837 -1.762 -1.424
S: -1.491 -0.381 -1.174
H: 0.362 0.103 -0.091

Cartesian forces, eV/Å:
N 1.70 0.51 -0.56
O -1.66 1.27 0.21
O 2.22 0.11 0.43
O -1.63 -0.43 0.71
O 0.63 1.75 0.68
S -1.32 -3.14 -1.83
H 0.05 -0.07 0.36

Computed properties:
- E: -754.3156 Ha
- 2S+1: 3
- Lowest unoccupied orbital energy (spin up / spin down): 0.47 / -3.82 eV
- Total charge: 0
- HOMO level (spin up / spin down): -10.6 / -12.1 eV

And the Mulliken charges, in e, turn out to be: number 1, N, carries -0.023; number 2, O, carries -0.428; number 3, O, carries -0.557; number 4, O, carries -0.169; number 5, O, carries -0.456; number 6, S, carries 1.164; number 7, H, carries 0.468